This record from the OMol25 dataset describes a structure of composition C32H47BrN2OSbSeSn. The level of theory is ωB97M-V with the def2-TZVPD basis set.

The calculation puts the LUMO energy at -2.346 eV. Its charge is +1. The value obtained for the gap between HOMO and LUMO is 7.69 eV. Its HOMO energy is -10.04 eV.

Positions of all 86 atoms, in Å:
Sn -0.12447 -0.21026 0.10149
Br 2.76209 -0.07734 0.32033
C 3.04871 -0.18098 -1.56777
C 4.33942 -0.10664 -1.98676
C 4.61211 -0.15137 -3.37092
C 3.58315 -0.25739 -4.25715
C 2.23524 -0.33294 -3.81627
C 1.18170 -0.43267 -4.76147
C -0.11135 -0.52069 -4.34990
C -0.40811 -0.51197 -2.96699
C 0.55696 -0.40492 -1.99646
C 1.92287 -0.30594 -2.42596
H 5.14723 -0.01112 -1.27161
H 5.63803 -0.09781 -3.71280
H 3.77880 -0.28893 -5.32414
H 1.43142 -0.44064 -5.81872
H -0.91620 -0.60091 -5.07286
H -1.45099 -0.61453 -2.68780
C -2.27012 -6.08509 -0.23170
C -2.87019 -5.71804 1.12656
C -3.96402 -4.65538 1.03757
C -3.44376 -3.26547 0.66139
N -2.72708 -2.61418 1.77069
C -1.39576 -2.54367 1.93772
Se -0.10482 -2.94605 0.63829
N -1.14032 -2.02813 3.15869
C 0.25828 -1.89579 3.63713
C 0.43037 -1.62853 5.11798
C -0.01492 -2.78631 6.01788
C 1.02094 -3.90995 6.06519
C -2.36085 -1.74370 3.80082
C -2.69854 -1.16506 5.02435
C -4.04264 -1.02676 5.31674
C -5.03958 -1.43917 4.42239
C -4.70854 -1.99471 3.20243
C -3.35709 -2.13175 2.91681
H -1.69851 -7.01259 -0.16677
H -1.59196 -5.31316 -0.59931
H -3.05701 -6.23273 -0.97819
H -2.07808 -5.37350 1.80047
H -3.29637 -6.60865 1.59024
H -4.49451 -4.58534 1.99007
H -4.69994 -4.95262 0.28438
H -4.26673 -2.60690 0.38029
H -2.74980 -3.31856 -0.17487
H 0.72419 -1.10220 3.05942
H 0.76496 -2.81933 3.37054
H -0.04468 -0.68518 5.39055
H 1.50344 -1.47169 5.25883
H -0.97145 -3.19010 5.67657
H -0.18226 -2.40412 7.02637
H 1.24547 -4.29886 5.06644
H 0.66504 -4.74517 6.66863
H 1.95661 -3.55612 6.50434
H -1.95770 -0.82341 5.73218
H -4.32704 -0.57926 6.26248
H -6.08136 -1.32536 4.69214
H -5.47216 -2.30387 2.49811
C -0.87194 2.25536 3.12671
C 0.26501 2.86344 2.33277
O -0.01687 2.75790 0.94414
C 0.75768 3.65562 0.15233
C 0.35253 3.48205 -1.29323
H -0.62514 2.26039 4.19330
H -1.06298 1.22605 2.81288
H -1.78967 2.82987 2.98012
H 1.21849 2.36698 2.55625
H 0.37855 3.92044 2.59828
H 1.82552 3.44200 0.28516
H 0.57969 4.68216 0.48660
H 0.53761 2.45750 -1.63413
H 0.92814 4.15899 -1.92898
H -0.71065 3.70506 -1.42108
C -5.35552 0.21495 0.07841
Sb -3.42747 -0.07261 -0.81061
C -3.57748 1.63037 -2.09970
C -4.06447 -1.55751 -2.23715
H -6.07539 0.34646 -0.73370
H -5.35124 1.10574 0.71082
H -5.64103 -0.64724 0.68581
H -4.44166 1.49901 -2.75282
H -2.67506 1.75355 -2.69942
H -3.72159 2.52337 -1.48680
H -4.19583 -1.09063 -3.21439
H -5.02069 -1.97105 -1.91176
H -3.33256 -2.36105 -2.31988

Here is what Löwdin gives for the atomic charges, in e: 0.806 0.793 -0.558 -0.119 -0.060 -0.021 -0.153 -0.022 -0.061 -0.154 -0.352 -0.230 0.106 0.114 0.120 0.121 0.112 0.025 -0.105 -0.249 -0.169 -0.175 -0.010 -0.685 0.678 0.017 -0.156 -0.190 -0.254 -0.096 -0.119 0.000 -0.056 -0.058 -0.006 -0.146 0.077 0.029 0.079 0.097 0.110 0.109 0.123 0.079 0.072 0.088 0.095 0.095 0.124 0.100 0.113 0.071 0.076 0.079 0.101 0.115 0.113 0.115 -0.075 -0.292 -0.282 -0.279 -0.058 0.081 0.029 0.084 0.116 0.122 0.120 0.122 0.054 0.087 0.080 -0.314 1.241 -0.319 -0.318 0.018 0.012 -0.019 0.013 -0.003 0.009 0.013 0.011 -0.001